Version one
Entry from the OMol25 dataset: a structure of composition C4H2O (ωB97M-V with the def2-TZVPD basis set).

The calculation puts the HOMO energy at -10.186 eV. As for the spin multiplicity: 1. For the frontier orbital gap, the calculation gives 8.18 eV.

Last column: Löwdin charge in e.
Geometry (Å):
C 1.349 -0.716 -2.615  0.031
C 1.623 -1.629 -1.580  -0.295
C 1.431 -2.058 -0.388  0.066
C -0.869 -0.936 1.996  -0.003
O -1.679 -1.647 1.574  -0.026
H 2.427 -0.569 -3.489  0.178
H 0.319 -0.404 -2.803  0.049



Version two
Entry from the OMol25 dataset: an isolated molecule of C4H2O (ωB97M-V with the def2-TZVPD basis set).

The calculation puts the HOMO energy (alpha / beta) at -8.355 / -8.356 eV. The SMILES is C#CC#CO. As for the spin multiplicity: 1. For the frontier orbital gap (alpha / beta), the calculation gives 7.84 / 7.84 eV.

Last column: Löwdin charge in e.
Geometry (Å):
C 1.207 1.685 -1.189  0.102
C 0.528 0.764 -0.800  -0.240
C 0.007 -0.430 -0.306  0.007
C -0.485 -1.133 0.897  -0.104
O -1.085 -2.095 1.434  0.087
H 1.298 2.572 -1.720  0.010
H -1.004 -2.904 0.926  0.139



Version three
Entry from the OMol25 dataset: a structure of composition C4H2O (ωB97M-V with the def2-TZVPD basis set).

The calculation puts the HOMO energy (alpha / beta) at -8.915 / -8.914 eV. As for the spin multiplicity: 1. For the frontier orbital gap (alpha / beta), the calculation gives 7.90 / 7.90 eV.

Last column: Löwdin charge in e.
Geometry (Å):
C 0.798 0.435 -0.092  -0.159
C 0.053 -0.154 0.870  0.039
C -0.066 0.270 -1.184  -0.028
C -1.335 -1.046 -0.115  0.119
O -0.854 -0.817 -1.255  -0.121
H 1.611 1.250 -0.004  0.139
H -0.208 0.061 1.781  0.010



Which of them is the most stable, and which is the least stable? version two and version three, in that order.



Version one
Entry from the OMol25 dataset: an isolated molecule of C24H27N3O5S (ωB97M-V with the def2-TZVPD basis set).

The calculation puts the HOMO energy at -8.478 eV. The SMILES is Cc1ccc(S(=O)(=O)NCC(=O)N(CCc2ccccc2)CC(=O)NCc2ccco2)cc1. As for the spin multiplicity: 1. For the frontier orbital gap, the calculation gives 9.00 eV.

Last column: Löwdin charge in e.
Geometry (Å):
C 0.614 -6.067 2.696  -0.040
C 0.533 -4.580 2.555  -0.271
C 1.404 -3.751 3.256  -0.029
C 1.347 -2.377 3.102  -0.043
C 0.412 -1.835 2.242  -0.273
C -0.463 -2.635 1.532  -0.045
C -0.400 -4.006 1.697  -0.034
H -1.082 -4.640 1.149  0.123
H -1.184 -2.187 0.865  0.101
S 0.375 -0.072 2.006  0.710
O 0.448 0.231 0.593  -0.315
O 1.361 0.559 2.826  -0.276
N -1.153 0.425 2.561  -0.099
H -1.765 -0.383 2.594  0.097
C -1.712 1.404 1.648  -0.138
H -0.946 2.158 1.487  0.105
H -2.591 1.859 2.115  0.143
C -2.124 0.685 0.360  -0.457
O -2.461 -0.491 0.440  0.030
N -2.136 1.355 -0.804  -0.047
C -1.693 2.722 -0.968  -0.120
H -1.923 3.288 -0.063  0.127
H -2.267 3.164 -1.787  0.133
C -0.187 2.823 -1.279  -0.119
C 0.288 4.231 -1.059  -0.236
C 0.870 4.593 0.150  -0.038
C 1.272 5.899 0.373  -0.082
C 1.093 6.858 -0.609  -0.095
C 0.516 6.505 -1.817  -0.085
C 0.115 5.200 -2.039  -0.043
H -0.330 4.926 -2.985  0.114
H 0.379 7.248 -2.589  0.102
H 1.408 7.876 -0.436  0.100
H 1.728 6.167 1.314  0.103
H 1.022 3.844 0.914  0.112
H 0.355 2.140 -0.624  0.094
H -0.014 2.520 -2.313  0.123
C -2.481 0.621 -2.004  -0.035
H -3.048 1.265 -2.681  0.134
H -3.116 -0.220 -1.707  0.137
C -1.308 0.023 -2.796  -0.480
O -1.386 -0.114 -4.001  0.051
N -0.260 -0.360 -2.058  0.098
H -0.208 -0.181 -1.062  0.082
C 0.904 -1.008 -2.630  -0.072
C 1.189 -2.289 -1.918  -0.256
C 0.621 -3.526 -2.017  -0.013
C 1.280 -4.340 -1.065  -0.075
C 2.192 -3.537 -0.456  -0.131
O 2.142 -2.296 -0.962  0.052
H 2.907 -3.722 0.321  0.123
H 1.101 -5.378 -0.872  0.100
H -0.159 -3.817 -2.690  0.113
H 1.775 -0.351 -2.535  0.137
H 0.684 -1.187 -3.686  0.131
H 2.011 -1.712 3.630  0.114
H 2.132 -4.185 3.925  0.116
H 1.188 -6.482 1.867  0.083
H 1.107 -6.347 3.623  0.079
H -0.377 -6.513 2.671  0.083



Version two
Entry from the OMol25 dataset: a structure of composition C24H27N3O5S (ωB97M-V with the def2-TZVPD basis set).

The calculation puts the HOMO energy at -7.405 eV. As for the spin multiplicity: 1. For the frontier orbital gap, the calculation gives 7.26 eV.

Last column: Löwdin charge in e.
Geometry (Å):
C -3.174 -4.423 -0.770  -0.019
C -3.339 -3.068 -1.366  -0.324
N -3.735 -2.753 -2.615  0.058
O -4.021 -1.542 -2.767  0.127
C -3.768 -1.054 -1.741  -0.359
C -3.454 -1.913 -0.608  -0.097
S -2.832 -1.674 1.127  0.616
O -2.173 -2.757 1.294  -0.215
O -3.791 -0.924 1.707  -0.236
N -1.568 -0.420 0.601  -0.207
C -0.515 -0.651 -0.104  -0.255
H -0.921 -1.431 -1.003  0.174
C 0.575 -1.750 0.661  0.064
H 0.095 -2.370 1.223  0.001
H 1.400 -1.892 0.043  0.067
C 0.922 -0.692 2.061  -0.146
C 1.909 0.300 1.449  -0.281
O 1.386 1.482 1.112  -0.059
N 3.304 0.305 1.251  -0.185
C 3.813 -0.976 1.863  -0.005
H 3.284 -1.912 1.276  0.138
H 3.777 -0.986 2.992  0.105
H 4.851 -0.917 1.407  0.094
C 4.020 1.266 0.941  -0.164
C 4.659 0.946 -0.794  -0.151
C 3.890 0.433 -1.595  -0.156
C 4.325 -0.204 -2.799  -0.020
C 5.722 0.076 -3.022  -0.082
C 6.463 0.242 -1.856  -0.164
C 6.067 0.664 -0.680  -0.061
H 6.717 1.097 -0.005  0.088
H 7.580 0.204 -2.239  0.142
H 6.114 -0.380 -3.916  0.091
H 3.620 -0.427 -3.616  0.104
H 2.706 0.406 -1.429  0.162
H 4.921 1.634 1.524  0.144
H 3.501 2.121 0.458  0.127
C -0.254 -0.107 2.926  -0.098
H -0.759 -0.922 3.177  0.062
H -0.073 0.736 3.506  0.113
C -1.173 0.438 1.859  -0.177
H -2.314 0.829 2.466  0.177
H -0.926 1.379 1.293  0.117
H 1.517 -1.392 2.681  0.106
H -0.099 0.082 -0.670  0.083
C -3.771 0.481 -1.568  0.048
C -3.898 1.156 -0.376  -0.073
C -3.962 2.540 -0.345  -0.151
C -4.141 3.629 0.597  -0.101
C -4.388 4.907 0.229  -0.047
C -4.206 4.750 -1.227  -0.076
O -4.110 3.458 -1.579  -0.035
H -4.089 5.485 -2.070  0.137
H -4.263 5.673 0.828  0.042
H -4.041 3.178 1.847  0.191
H -3.914 0.868 0.750  0.126
H -4.040 0.963 -2.589  0.147
H -3.020 -5.067 -1.622  0.070
H -4.101 -4.723 -0.374  0.058
H -2.304 -4.402 0.199  0.165



Which of them is the most stable, and which is the least stable? version one and version two, in that order.



Version one
Entry from the OMol25 dataset: an isolated molecule of C2H4FNO2 (ωB97M-V with the def2-TZVPD basis set).

The calculation puts the HOMO energy at -10.468 eV. The SMILES is O=C(CF)NO. As for the spin multiplicity: 1. For the frontier orbital gap, the calculation gives 11.07 eV.

Last column: Löwdin charge in e.
Geometry (Å):
C 0.542 -0.617 -0.178  -0.440
C 0.939 0.759 0.281  -0.093
H -2.145 -0.019 0.716  0.104
H -1.091 -1.461 -1.001  0.126
H 0.474 1.052 1.240  0.127
H 2.050 0.826 0.419  0.140
N -0.811 -0.851 -0.292  0.031
O -1.793 0.173 -0.162  -0.015
O 1.316 -1.558 -0.330  0.072
F 0.519 1.696 -0.692  -0.052



Version two
Entry from the OMol25 dataset: an isolated molecule of C2H4FNO2 (ωB97M-V with the def2-TZVPD basis set).

The calculation puts the HOMO energy at -10.305 eV. The SMILES is NC(=O)[C@@H](O)F. As for the spin multiplicity: 1. For the frontier orbital gap, the calculation gives 10.90 eV.

Last column: Löwdin charge in e.
Geometry (Å):
C -0.460 0.732 -0.176  -0.286
C 1.025 0.381 -0.110  -0.403
N -1.079 -0.788 0.006  0.080
O -1.159 1.639 0.067  0.155
O 1.123 -0.101 1.121  0.101
F 1.434 -0.501 -1.111  0.024
H 1.672 1.274 -0.251  0.171
H -0.769 -1.229 -0.795  0.017
H -2.121 -0.819 0.084  0.101
H 0.335 -0.589 1.165  0.039



Which of them is the most stable, and which is the least stable? version two and version one, in that order.



Version one
Entry from the OMol25 dataset: a structure of composition C27H29FeN7S (ωB97M-V with the def2-TZVPD basis set).

The calculation puts the HOMO energy (alpha / beta) at -17.244 / -17.702 eV. Its total charge is +3. As for the spin multiplicity: 2. For the frontier orbital gap (alpha / beta), the calculation gives 7.50 / 6.80 eV.

Last column: Löwdin spin population.
Geometry (Å):
Fe 0.347 -0.157 -0.585  0.023
C 2.065 -2.389 0.305  0.000
C 1.106 -2.921 -0.737  -0.001
N 0.735 -1.840 -1.688  -0.001
C 1.698 -1.636 -2.810  0.000
C 2.925 -0.816 -2.447  0.000
S 2.524 0.593 -1.359  -0.001
C 3.533 0.238 0.110  0.000
C 2.687 -0.235 1.287  0.000
N 1.560 -1.097 0.851  0.002
H 3.044 -2.213 -0.130  0.000
H 2.210 -3.123 1.098  0.000
H 0.190 -3.253 -0.244  0.000
H 1.525 -3.785 -1.257  0.000
H -0.113 -2.152 -2.153  0.000
H 1.150 -1.120 -3.598  0.000
H 2.010 -2.600 -3.217  0.000
H 3.361 -0.413 -3.360  0.000
H 3.703 -1.406 -1.970  0.000
H 4.056 1.155 0.379  0.000
H 4.304 -0.475 -0.175  0.000
H 2.268 0.635 1.784  0.000
H 3.324 -0.753 2.011  0.000
H 1.004 -1.316 1.673  0.000
C -0.880 -1.127 4.446  0.001
C 0.071 -0.166 4.762  -0.001
C 0.356 0.834 3.844  0.002
C -0.306 0.892 2.628  0.001
N -1.273 -0.030 2.370  0.031
C -1.541 -1.023 3.246  0.006
C -0.003 1.968 1.646  0.001
C 0.157 3.266 2.096  0.000
C 0.359 4.275 1.161  0.000
C 0.282 3.965 -0.182  0.000
C 0.071 2.644 -0.563  0.000
N 0.043 1.644 0.339  0.002
C -0.275 2.235 -1.947  0.000
C -0.540 3.136 -2.962  0.000
C -1.018 2.661 -4.176  -0.001
C -1.238 1.303 -4.324  0.000
C -0.935 0.465 -3.264  -0.001
N -0.447 0.907 -2.104  0.002
H -1.129 -1.931 5.124  0.000
H 0.591 -0.198 5.712  0.000
H 1.114 1.575 4.059  0.000
H -2.326 -1.708 2.956  0.002
H 0.089 3.499 3.150  0.000
H 0.513 5.296 1.483  0.000
H 0.364 4.742 -0.928  0.000
H -0.401 4.197 -2.815  0.000
H -1.232 3.347 -4.984  0.000
H -1.634 0.892 -5.242  0.000
H -1.092 -0.603 -3.354  0.000
N -4.608 -4.084 -1.266  0.174
C -4.141 -3.192 -0.705  0.026
C -3.540 -2.090 -0.058  0.258
C -4.227 -1.275 0.877  -0.007
C -3.552 -0.265 1.460  0.217
C -2.128 0.028 1.119  0.046
N -1.485 -0.809 0.107  0.169
C -2.186 -1.781 -0.389  0.027
H -5.269 -1.465 1.099  -0.004
H -4.034 0.403 2.164  0.008
H -2.065 1.063 0.786  0.019
H -1.722 -2.413 -1.137  -0.002



Version two
Entry from the OMol25 dataset: a structure of composition C27H29FeN7S (ωB97M-V with the def2-TZVPD basis set).

The calculation puts the HOMO energy (alpha / beta) at -17.459 / -17.454 eV. Its total charge is +3. As for the spin multiplicity: 2. For the frontier orbital gap (alpha / beta), the calculation gives 7.48 / 7.17 eV.

Last column: Löwdin spin population.
Geometry (Å):
Fe 0.240 0.093 0.443  1.088
C 1.467 1.776 2.463  0.000
C 0.205 2.539 2.144  -0.001
N -0.754 1.610 1.473  -0.023
C -1.722 2.364 0.634  -0.001
C -1.051 2.857 -0.645  -0.002
S 0.290 1.745 -1.185  -0.023
C 1.805 2.647 -0.699  -0.002
C 2.665 1.842 0.263  -0.001
N 1.881 1.024 1.241  -0.019
H 1.277 1.052 3.254  0.000
H 2.268 2.435 2.800  -0.001
H 0.406 3.367 1.469  0.000
H -0.248 2.962 3.041  -0.001
H -1.293 1.150 2.205  0.000
H -2.121 3.209 1.200  -0.001
H -2.554 1.704 0.404  0.000
H -0.617 3.851 -0.548  0.000
H -1.767 2.903 -1.464  0.000
H 1.508 3.613 -0.299  0.000
H 2.364 2.840 -1.614  -0.001
H 3.332 2.516 0.805  -0.001
H 3.295 1.149 -0.291  0.000
H 2.524 0.296 1.539  0.000
C 0.771 -2.095 4.138  0.000
C -0.548 -2.385 4.458  0.002
C -1.545 -2.030 3.564  -0.001
C -1.205 -1.398 2.377  0.001
N 0.074 -1.097 2.076  -0.014
C 1.032 -1.447 2.950  0.000
C -2.184 -1.069 1.322  0.001
C -3.543 -1.225 1.499  -0.001
C -4.386 -0.962 0.429  0.002
C -3.830 -0.625 -0.785  0.000
C -2.446 -0.490 -0.922  0.001
N -1.643 -0.641 0.154  -0.009
C -1.876 -0.265 -2.276  0.001
C -2.609 0.375 -3.271  0.000
C -2.095 0.419 -4.559  0.000
C -0.882 -0.197 -4.809  0.001
C -0.210 -0.784 -3.744  0.001
N -0.675 -0.806 -2.498  0.008
H 1.587 -2.367 4.794  0.000
H -0.796 -2.888 5.383  0.000
H -2.574 -2.266 3.787  0.000
H 2.056 -1.211 2.693  0.000
H -3.949 -1.557 2.442  0.000
H -5.459 -1.062 0.535  0.000
H -4.465 -0.511 -1.649  0.000
H -3.558 0.848 -3.062  0.000
H -2.642 0.914 -5.350  0.000
H -0.457 -0.225 -5.802  0.000
H 0.744 -1.269 -3.915  0.000
N 4.044 -0.527 -4.519  -0.001
C 3.663 -1.006 -3.548  0.000
C 3.143 -1.526 -2.315  0.000
C 3.557 -2.735 -1.765  0.005
C 2.947 -3.149 -0.594  -0.001
C 1.982 -2.349 -0.010  0.001
N 1.604 -1.159 -0.516  -0.013
C 2.165 -0.783 -1.670  0.003
H 4.316 -3.334 -2.252  0.000
H 3.200 -4.096 -0.137  0.000
H 1.462 -2.697 0.865  0.000
H 1.831 0.133 -2.130  0.000



Which of them is the most stable, and which is the least stable? version two and version one, in that order.



Version one
Entry from the OMol25 dataset: a cluster of 2 separate species, C3H10N in total (ωB97M-V with the def2-TZVPD basis set).

The calculation puts the HOMO energy at -15.055 eV. Its total charge is +1. As for the spin multiplicity: 1. For the frontier orbital gap, the calculation gives 9.56 eV.

Last column: Löwdin charge in e.
Geometry (Å):
C 2.954 -4.199 1.032  -0.049
H 3.978 -3.943 1.278  0.016
H 2.636 -5.189 1.328  0.017
H 2.344 -3.489 1.591  0.006
H 2.803 -4.018 -0.027  0.010
C -0.760 1.270 -1.485  0.012
C -1.323 1.888 0.814  0.198
N -1.557 1.909 -0.436  0.004
H -1.451 0.794 -2.191  0.116
H -0.217 2.047 -2.022  0.118
H -0.144 0.490 -1.050  0.108
H -0.523 1.267 1.195  0.133
H -1.955 2.478 1.460  0.130
H -2.293 2.529 -0.766  0.182



Version two
Entry from the OMol25 dataset: a cluster of 2 separate species, C3H10N in total (ωB97M-V with the def2-TZVPD basis set).

The calculation puts the HOMO energy at -15.113 eV. Its total charge is +1. As for the spin multiplicity: 1. For the frontier orbital gap, the calculation gives 9.08 eV.

Last column: Löwdin charge in e.
Geometry (Å):
C -2.258 -2.336 2.060  -0.067
H -2.088 -1.544 1.243  0.018
H -2.672 -1.712 2.926  0.039
H -1.269 -2.629 2.545  0.031
H -2.835 -3.149 1.761  -0.020
C -0.014 1.742 -0.596  -0.021
C 1.627 -0.174 -0.780  0.198
N 1.267 1.064 -1.080  0.004
H 0.107 2.828 -0.728  0.095
H -0.605 1.591 0.334  0.114
H -0.821 1.553 -1.368  0.121
H 1.430 -0.530 0.238  0.130
H 2.180 -0.823 -1.487  0.134
H 1.568 1.579 -2.005  0.224



Which of them is the most stable, and which is the least stable? version one and version two, in that order.